Record 1
{"formula": "C19H20CaF6NO6PS4Se2", "method": "the ωB97M-V functional and the def2-TZVPD basis", "species": ["Se", "Se", "Ca", "S", "S", "S", "S", "P", "F", "F", "F", "F", "F", "F", "O", "O", "O", "O", "O", "O", "N", "C", "C", "C", "C", "C", "C", "C", "C", "C", "C", "C", "C", "C", "C", "C", "C", "C", "C", "C", "H", "H", "H", "H", "H", "H", "H", "H", "H", "H", "H", "H", "H", "H", "H", "H", "H", "H", "H", "H"], "positions_angstrom": [[-0.030, 4.024, -1.661], [-0.399, 0.007, -2.808], [1.087, 1.513, -0.905], [3.237, 2.775, 0.683], [-0.133, 0.538, 1.524], [3.961, 0.660, -0.949], [-2.994, -1.114, 0.507], [-1.275, -1.111, 1.472], [2.332, -1.343, -0.608], [4.220, -1.564, 0.447], [4.309, 2.185, 3.018], [4.675, 4.212, 2.339], [4.143, -1.814, -1.706], [5.740, 2.554, 1.432], [1.999, 3.101, 1.317], [3.667, 3.533, -0.451], [3.129, 0.980, -2.090], [5.378, 0.828, -1.013], [-1.397, 1.515, -5.455], [-4.499, 2.606, -2.763], [3.234, 1.188, 0.390], [3.636, -1.136, -0.671], [-1.588, -1.583, 3.227], [0.730, -3.042, 1.818], [-2.592, -3.138, 4.778], [-1.124, -0.834, 4.299], [-1.844, 3.681, -2.366], [-2.125, -2.381, 5.849], [1.534, -4.103, 1.431], [-1.396, -1.229, 5.606], [-0.238, -2.533, 0.954], [-3.538, 2.637, -3.827], [-2.106, 2.488, -3.300], [-0.378, -3.084, -0.312], [-2.329, -2.736, 3.480], [0.441, -4.134, -0.708], [-2.022, 1.119, -2.574], [-1.193, 2.576, -4.523], [1.390, -4.651, 0.161], [4.574, 2.935, 1.950], [2.026, -5.471, -0.153], [-3.725, 1.826, -4.536], [-0.546, 0.060, 4.099], [-1.393, 3.511, -5.058], [-2.334, -2.691, 6.867], [-2.518, 3.596, -1.515], [0.859, -2.598, 2.799], [-1.030, -0.629, 6.431], [-3.635, 3.592, -4.362], [2.281, -4.490, 2.113], [0.339, -4.537, -1.709], [-2.837, 0.488, -2.930], [-2.208, 1.260, -1.510], [-1.111, -2.666, -0.991], [-3.166, -4.039, 4.959], [-2.711, -3.308, 2.642], [-0.997, 0.739, -5.020], [-0.157, 2.602, -4.185], [-5.222, 2.038, -3.029], [-2.124, 4.592, -2.903]], "atomic_forces_ev_per_a": [[0.1, 0.0, 0.0], [0.1, -0.1, 0.0], [-1.7, 0.0, -0.4], [0.4, -0.7, -0.1], [0.1, 0.0, 0.1], [0.0, 0.0, 0.8], [0.1, 0.0, 0.1], [-0.2, 0.0, -0.1], [0.0, -0.1, 0.0], [-0.1, 0.0, -0.1], [0.0, 0.1, 0.0], [0.0, -0.1, 0.0], [0.0, 0.0, 0.1], [0.0, 0.0, 0.1], [0.1, 0.0, 0.2], [0.2, 0.2, 0.1], [0.3, 0.0, -0.2], [0.0, 0.0, -0.2], [0.0, 0.0, 0.0], [0.0, 0.1, -0.1], [0.5, 0.5, -0.3], [0.1, 0.1, 0.0], [0.0, 0.0, 0.0], [0.0, 0.0, 0.0], [0.0, 0.0, 0.0], [0.0, 0.0, 0.0], [-0.1, 0.0, 0.0], [0.0, 0.0, 0.0], [0.0, 0.0, 0.0], [0.0, 0.0, 0.0], [0.1, 0.0, 0.0], [0.0, 0.0, 0.0], [0.1, 0.0, 0.0], [0.0, 0.0, 0.0], [0.0, 0.0, 0.0], [0.0, 0.0, 0.0], [-0.1, 0.1, 0.0], [0.0, 0.0, 0.0], [0.0, 0.0, 0.0], [-0.2, 0.1, 0.0], [0.0, 0.0, 0.0], [0.0, 0.0, 0.0], [0.0, 0.0, 0.0], [0.0, 0.0, 0.0], [0.0, 0.0, 0.0], [0.0, 0.0, 0.0], [0.0, 0.0, 0.0], [0.0, 0.0, 0.0], [0.0, 0.0, 0.0], [0.0, 0.0, 0.0], [0.0, 0.0, 0.0], [0.0, 0.0, 0.0], [0.1, 0.0, 0.0], [0.0, 0.0, 0.0], [0.0, 0.0, 0.0], [0.0, 0.0, 0.0], [0.0, 0.0, 0.0], [0.0, 0.0, 0.0], [0.0, -0.1, 0.0], [0.0, 0.0, 0.0]], "fmax_ev_per_a": 1.76, "total_energy_ev": -251875.2097, "relative_energy_kj_mol": 79.1, "charge": -2}

=====

Record 2
{"formula": "C19H20Cl33F2N7O4", "method": "the ωB97M-V functional and the def2-TZVPD basis", "species": ["Cl", "Cl", "Cl", "Cl", "Cl", "Cl", "Cl", "Cl", "Cl", "Cl", "Cl", "Cl", "Cl", "Cl", "Cl", "Cl", "Cl", "Cl", "Cl", "Cl", "Cl", "Cl", "Cl", "Cl", "Cl", "Cl", "Cl", "Cl", "Cl", "Cl", "Cl", "Cl", "Cl", "F", "F", "O", "O", "O", "O", "N", "N", "N", "N", "N", "N", "N", "C", "C", "C", "C", "C", "C", "C", "C", "C", "C", "C", "C", "C", "C", "C", "C", "C", "C", "C", "H", "H", "H", "H", "H", "H", "H", "H", "H", "H", "H", "H", "H", "H", "H", "H", "H", "H", "H", "H"], "positions_angstrom": [[-6.442, 0.584, 5.165], [10.034, 2.384, -2.431], [-6.990, -0.610, 0.210], [-0.212, 1.125, 8.477], [7.985, 2.825, -4.453], [5.131, -5.280, 6.006], [-0.571, 7.895, -10.191], [9.625, -3.384, -7.891], [-0.984, -1.680, 8.623], [9.431, -3.701, -5.002], [6.629, -4.176, 3.765], [-2.069, 6.791, -7.950], [0.047, -7.719, 2.913], [1.514, -9.952, 4.072], [-4.805, -2.274, -3.680], [4.433, -6.028, 3.279], [2.297, 2.900, -3.276], [-1.465, 5.467, -5.056], [-2.767, 6.044, -10.678], [0.246, 4.838, -7.327], [1.621, -0.833, 9.613], [5.101, 3.620, -3.596], [7.015, -3.380, -6.597], [-8.138, -0.838, 2.877], [-6.273, -0.041, -4.840], [-5.376, 0.086, -2.071], [9.070, 0.154, -4.037], [-4.572, 2.714, 4.497], [-7.308, 3.363, 5.254], [0.944, -7.592, 5.681], [3.203, 5.576, -2.567], [-7.572, 1.790, 1.755], [-0.706, 2.706, -5.586], [0.546, -3.521, 1.117], [2.645, -2.234, 2.734], [0.909, 1.183, 1.463], [1.194, -2.752, -1.095], [3.607, -0.197, 1.854], [2.348, 1.959, 0.093], [-3.867, -1.458, 1.951], [-3.576, 0.106, -0.037], [1.128, 1.932, 0.337], [-0.880, 0.323, -1.713], [0.204, -1.128, 4.650], [-4.487, 0.893, 2.103], [1.548, -1.084, 0.646], [-0.284, 0.212, -0.544], [2.606, -1.110, 1.725], [-5.952, 2.252, 5.507], [-5.004, -0.513, -3.697], [0.362, -0.549, 8.399], [5.042, -4.732, 4.323], [-8.080, 0.131, 1.395], [1.316, -8.191, 4.056], [-0.190, 4.399, -5.667], [-3.455, -0.077, 1.489], [0.416, -0.131, 0.936], [3.637, 3.859, -2.626], [-2.158, 7.339, -9.633], [1.085, -2.460, 0.228], [-1.992, 0.431, 2.026], [8.722, -2.935, -6.434], [-0.790, -0.722, 1.872], [-0.320, -1.034, 3.447], [8.633, 1.686, -3.261], [-4.062, -0.063, -4.022], [-4.091, 1.874, 1.987], [-4.515, 0.648, 3.128], [8.785, -1.850, -6.311], [-5.647, 2.313, 6.555], [7.857, 1.486, -2.518], [4.344, -3.892, 4.271], [0.693, 4.520, -5.035], [3.841, 3.520, -1.607], [-2.856, 8.180, -9.685], [-2.131, 0.693, 3.182], [-4.904, -1.564, 1.785], [-1.686, 1.462, 1.521], [2.258, -7.742, 3.730], [-4.584, 0.333, -0.182], [0.793, -0.720, 7.409], [-9.084, 0.164, 0.965], [-3.437, -2.131, 1.252], [-3.282, -0.770, -0.524], [-1.282, -1.713, 1.495]], "atomic_forces_ev_per_a": [[0.3, 0.4, 0.2], [-0.2, -0.1, -0.1], [-0.6, -0.1, 0.4], [0.1, -0.2, -0.1], [0.3, -0.2, 0.0], [-0.1, 0.1, -0.2], [-0.2, 0.0, 0.1], [-0.1, 0.1, 0.2], [0.2, 0.1, -0.1], [-0.1, 0.2, -0.1], [-0.3, -0.1, 0.0], [-0.4, 0.5, -0.5], [0.2, 0.0, 0.1], [0.0, 0.2, 0.0], [0.0, 0.2, 0.0], [0.0, 0.1, 0.0], [0.1, 0.1, 0.1], [0.1, -0.1, 0.1], [0.0, 0.2, 0.1], [0.4, -0.4, 0.4], [-0.1, 0.0, -0.2], [-0.4, 0.0, 0.3], [0.2, 0.1, 0.0], [-0.2, -0.1, -0.4], [0.2, 0.0, 0.1], [-0.4, -0.1, -2.0], [-0.1, 0.1, 0.1], [-0.1, 0.3, 0.5], [0.2, -0.1, 0.1], [0.1, 0.0, -0.2], [0.0, -0.2, 0.0], [-0.3, -0.2, -0.1], [0.1, 0.2, 0.1], [1.8, 4.1, -2.3], [-0.8, 3.2, -3.7], [-1.2, -4.3, 0.5], [-1.0, 2.0, 10.2], [-8.1, -7.0, -1.2], [-5.4, 0.3, 1.0], [0.6, 0.3, -1.5], [0.1, -0.2, 2.7], [6.4, 1.5, -2.5], [5.8, -1.1, 11.3], [-5.1, 0.9, -11.4], [2.3, -0.8, -0.2], [0.6, -2.3, 3.2], [-4.5, -0.1, -8.5], [6.7, 4.3, 2.5], [-0.1, 0.0, 0.2], [0.0, 0.1, -0.2], [0.0, -0.1, -0.1], [0.0, 0.2, 0.2], [0.0, 0.2, 0.2], [0.1, 0.0, 0.0], [0.2, 0.0, -0.1], [-1.0, 1.3, -0.5], [-2.2, 1.1, -0.7], [0.0, 0.0, 0.0], [-0.1, 0.1, 0.1], [0.3, -3.3, -8.1], [-0.1, 0.0, 0.8], [0.0, 0.0, 0.0], [-0.8, 0.7, 2.3], [4.7, -0.1, 7.6], [0.0, 0.1, 0.1], [-0.3, -0.2, 0.1], [-0.8, -1.7, 0.4], [0.1, 0.6, -1.5], [0.0, -0.4, -0.1], [-0.1, 0.0, -0.4], [0.3, 0.1, -0.3], [0.2, -0.3, 0.0], [-0.3, 0.0, -0.2], [-0.1, 0.1, -0.4], [0.3, -0.3, 0.0], [0.5, -0.8, -2.5], [1.4, 0.5, 0.2], [-0.7, -2.4, 0.8], [-0.3, -0.1, 0.1], [1.7, -0.7, 0.5], [-0.2, 0.1, 0.3], [0.4, 0.0, 0.1], [-0.7, 0.9, 1.2], [-0.7, 1.1, 0.4], [1.4, 1.9, 0.4]], "fmax_ev_per_a": 12.72, "total_energy_ev": -457307.4011, "relative_energy_kj_mol": 852.5, "smiles": "N#C[C@@H](CC(N)(N)N)[C@@](C#N)(ON=O)N(C(=O)F)C(=O)F.ClC(Cl)Cl.ClC(Cl)Cl.ClC(Cl)Cl.ClC(Cl)Cl.ClC(Cl)Cl.ClC(Cl)Cl.ClC(Cl)Cl.ClC(Cl)Cl.ClC(Cl)Cl.ClC(Cl)Cl.ClC(Cl)Cl"}

=====

Record 3
{"formula": "C19H20Cl5N8O7RbSe", "method": "the ωB97M-V functional and the def2-TZVPD basis", "species": ["Rb", "Se", "Cl", "Cl", "Cl", "Cl", "Cl", "O", "O", "O", "O", "O", "O", "O", "N", "N", "N", "N", "N", "N", "N", "N", "C", "C", "C", "C", "C", "C", "C", "C", "C", "C", "C", "C", "C", "C", "C", "C", "C", "C", "C", "H", "H", "H", "H", "H", "H", "H", "H", "H", "H", "H", "H", "H", "H", "H", "H", "H", "H", "H", "H"], "positions_angstrom": [[-0.831, -1.021, -0.115], [-0.367, -1.494, 5.407], [0.865, 3.288, -1.480], [3.850, 4.447, 1.490], [1.892, 7.489, -2.364], [4.443, 5.781, -1.243], [0.833, 5.048, 2.575], [-0.467, -1.431, -2.748], [2.648, -1.167, 0.910], [-5.257, 0.049, -5.703], [-1.711, -2.193, -4.447], [-3.671, -1.498, -5.819], [1.482, 0.705, -0.683], [0.969, 0.524, 2.332], [-3.504, 1.185, -2.136], [-0.695, -2.484, 2.614], [-4.920, 0.120, 2.569], [-3.608, 0.111, 2.696], [-2.466, 0.347, -2.085], [-2.979, -0.406, 1.667], [-3.895, -0.760, 0.811], [-2.980, 0.569, 3.842], [-5.070, -0.428, 1.377], [2.770, 1.090, -0.069], [-2.536, -0.373, -3.194], [0.393, 1.658, 2.957], [2.647, -1.143, 2.329], [2.183, 0.162, 2.935], [3.458, -0.224, 0.258], [-1.467, -1.418, -3.476], [-0.575, -2.108, 3.705], [1.209, 4.485, 0.902], [2.788, 5.501, -0.743], [0.363, 3.685, 0.273], [0.486, 1.429, -0.979], [-3.673, 0.012, -3.966], [1.776, 5.818, -1.748], [0.853, 5.021, -2.279], [2.525, 4.926, 0.439], [-4.248, 1.031, -3.243], [-4.258, -0.479, -5.247], [3.651, -1.375, 2.713], [0.076, 1.408, 3.976], [-3.604, 1.870, -1.408], [2.261, 3.226, -1.242], [-0.513, 3.297, -1.733], [1.151, 2.809, -2.833], [2.532, 1.707, 0.792], [-5.115, 1.630, -3.461], [1.106, 2.489, 2.989], [-6.026, -0.589, 0.912], [2.054, 0.012, 4.015], [-2.498, 1.432, 3.615], [4.367, 0.003, 0.833], [-0.449, 1.976, 2.345], [2.928, 0.963, 2.794], [-2.848, -1.818, -5.251], [3.760, -0.689, -0.683], [-2.291, -0.122, 4.151], [3.378, 1.645, -0.779], [1.960, -1.936, 2.623]], "atomic_forces_ev_per_a": [[0.2, -0.4, 0.5], [-0.1, 0.1, 0.0], [-0.3, 0.3, 0.2], [0.0, 0.0, 0.0], [0.0, 0.0, 0.0], [0.0, 0.0, 0.0], [0.0, 0.1, 0.0], [-0.1, -0.1, -0.2], [0.0, 0.0, 0.0], [0.0, 0.0, 0.0], [0.0, 0.1, -0.1], [0.1, -0.1, 0.0], [-0.1, 0.2, 0.0], [-0.1, 0.0, 0.0], [0.0, 0.0, 0.0], [0.0, -0.1, -0.1], [0.0, 0.0, 0.0], [0.0, -0.1, 0.0], [0.0, 0.0, -0.2], [-0.2, 0.2, 0.2], [0.0, 0.0, 0.0], [0.0, 0.1, 0.0], [0.0, 0.0, 0.0], [0.1, -0.1, 0.0], [0.0, 0.0, 0.0], [0.1, 0.0, 0.0], [0.0, 0.0, 0.0], [0.0, 0.0, 0.0], [0.0, 0.0, 0.0], [-0.1, 0.0, -0.1], [0.1, -0.1, 0.0], [0.1, -0.1, -0.2], [0.0, 0.1, 0.0], [-0.1, 0.1, -0.1], [0.4, 0.3, -0.4], [0.0, 0.0, 0.0], [0.1, -0.2, 0.1], [0.0, -0.1, 0.0], [0.1, 0.1, 0.1], [0.0, 0.0, 0.0], [-0.1, 0.0, 0.1], [0.0, 0.0, 0.0], [0.0, 0.0, 0.0], [0.0, 0.0, 0.0], [0.1, 0.0, 0.0], [0.1, -0.1, 0.0], [-0.1, -0.1, 0.1], [0.0, 0.0, 0.0], [0.0, 0.0, 0.0], [0.0, -0.1, 0.0], [0.0, 0.0, 0.0], [0.0, 0.0, 0.0], [0.1, 0.0, 0.0], [0.0, 0.0, 0.0], [0.0, 0.0, 0.0], [0.0, 0.0, 0.0], [0.1, 0.0, 0.0], [0.0, 0.0, 0.0], [0.0, 0.0, 0.0], [0.0, 0.0, 0.0], [0.0, 0.0, 0.0]], "fmax_ev_per_a": 0.68, "total_energy_ev": -174879.4008, "relative_energy_kj_mol": 1642.4, "charge": -2}

=====

Record 4
{"formula": "C19H20ClN3O2S", "method": "the ωB97M-V functional and the def2-TZVPD basis", "species": ["Cl", "S", "O", "O", "N", "N", "N", "C", "C", "C", "C", "C", "C", "C", "C", "C", "C", "C", "C", "C", "C", "C", "C", "C", "C", "C", "H", "H", "H", "H", "H", "H", "H", "H", "H", "H", "H", "H", "H", "H", "H", "H", "H", "H", "H", "H"], "positions_angstrom": [[-0.452, 1.114, 2.384], [0.060, -1.638, 0.404], [0.588, -1.432, 1.714], [0.787, -2.500, -0.479], [-0.113, -0.106, -0.353], [1.793, 2.166, 1.744], [1.720, 1.236, -0.873], [4.672, 3.346, -0.972], [-1.976, -3.389, -0.108], [2.692, 2.087, -0.477], [-1.644, 0.726, -3.738], [-3.911, -1.817, 1.095], [4.761, 3.747, 0.370], [-4.273, -3.039, 0.531], [2.771, 2.513, 0.874], [-1.643, -2.175, 0.461], [-1.155, 0.935, -2.305], [-3.292, -3.818, -0.070], [-0.506, 0.645, -4.748], [-5.699, -3.492, 0.582], [-0.366, -0.261, -1.778], [0.860, 1.373, 1.328], [-2.600, -1.381, 1.064], [3.826, 3.343, 1.286], [3.655, 2.534, -1.398], [0.847, 0.823, 0.007], [-4.667, -1.205, 1.564], [-0.949, -1.177, -1.885], [-2.241, -0.187, -3.786], [-5.822, -4.453, 0.089], [-1.199, -3.976, -0.572], [0.100, -0.241, -4.583], [0.134, 1.521, -4.668], [-2.012, 1.097, -1.648], [-2.295, 1.563, -4.003], [5.422, 3.683, -1.672], [-3.557, -4.767, -0.512], [-0.522, 1.822, -2.260], [3.870, 3.642, 2.321], [-6.027, -3.585, 1.616], [0.580, -0.376, -2.313], [5.578, 4.383, 0.677], [-0.903, 0.601, -5.760], [-2.312, -0.439, 1.501], [-6.345, -2.763, 0.095], [3.578, 2.205, -2.423]], "atomic_forces_ev_per_a": [[-0.6, 0.2, 0.5], [-0.1, 0.0, -0.2], [-0.1, 0.0, 0.0], [-0.2, -0.1, -0.2], [-0.3, -1.2, 0.5], [-0.4, -0.3, 0.2], [-0.5, -0.5, 0.1], [-0.1, -0.1, -0.3], [0.2, -0.1, -0.1], [0.1, 0.3, 0.5], [0.2, 0.1, 0.1], [0.2, 0.0, 0.0], [-0.1, 0.0, 0.3], [0.1, 0.0, 0.0], [0.0, -0.1, -0.6], [0.6, 0.1, -0.2], [-0.1, -0.3, 0.0], [0.0, 0.1, 0.1], [-0.2, 0.0, 0.1], [0.0, 0.0, 0.0], [-0.2, 0.2, -0.6], [0.7, 0.6, 0.0], [-0.2, 0.1, 0.1], [0.2, 0.1, -0.1], [0.2, 0.1, 0.0], [1.0, 0.8, 0.1], [-0.1, 0.1, 0.1], [0.0, 0.1, -0.2], [-0.1, 0.0, 0.0], [-0.1, -0.1, 0.0], [0.0, -0.1, -0.1], [0.1, -0.1, 0.0], [0.1, 0.1, 0.0], [0.0, 0.0, 0.1], [-0.1, -0.1, 0.0], [0.0, 0.0, -0.1], [0.0, -0.1, 0.0], [0.0, 0.1, 0.0], [0.0, 0.0, 0.1], [-0.1, 0.0, 0.0], [-0.1, -0.1, 0.0], [0.1, 0.0, 0.0], [0.1, 0.0, -0.1], [0.0, 0.1, 0.0], [-0.1, 0.0, 0.0], [0.0, 0.0, -0.1]], "fmax_ev_per_a": 1.36, "total_energy_ev": -51950.6360, "relative_energy_kj_mol": 87.6, "smiles": "CCCCN(c1nc2ccccc2nc1Cl)S(=O)(=O)c1ccc(C)cc1"}

=====

no.,orbital gap (eV)
1,5.9
2,7.3
3,6.2
4,8.6